Record 1
The following is a DFT calculation (the ωB97M-V functional and the def2-TZVPD basis) of a molecular structure, C48H49Br2N3P2SY.

The geometry in XYZ format:
```
106
Properties=species:S:1:pos:R:3:forces:R:3
Y -0.521 1.231 1.318 -0.04 -0.27 -0.21
C -1.144 1.882 5.987 0.02 0.03 0.00
C -0.401 1.641 4.664 0.06 -0.03 0.00
C 1.042 1.215 4.916 -0.04 0.01 -0.02
C -1.176 0.654 3.814 -0.17 0.05 0.06
C -0.790 -0.613 3.564 0.02 0.07 0.10
C -1.597 -1.528 2.712 0.39 0.23 -0.01
C -3.041 -1.218 2.487 0.00 0.20 -0.33
C -4.191 -2.183 2.382 0.02 -0.09 0.07
C -3.405 0.173 2.866 0.16 -0.11 -0.02
C -2.509 1.078 3.328 0.03 -0.18 0.02
H -0.599 2.607 6.591 -0.02 0.01 0.00
H -1.214 0.952 6.552 0.01 -0.01 -0.02
H -2.152 2.263 5.829 0.00 0.00 0.02
H -0.392 2.603 4.122 -0.03 0.02 0.02
H 1.088 0.329 5.551 0.01 0.00 -0.01
H 1.583 2.006 5.433 0.00 0.00 -0.01
H 1.581 0.984 3.987 0.01 -0.04 0.05
H 0.107 -1.023 4.014 0.02 0.02 -0.03
H -0.055 -2.993 2.691 0.05 0.03 -0.02
H -5.021 -1.696 1.869 -0.01 -0.02 0.00
H -4.538 -2.468 3.377 0.01 0.02 0.01
H -3.938 -3.084 1.839 -0.03 0.02 -0.01
H -4.441 0.458 2.710 0.01 0.03 0.06
H -2.802 2.102 3.534 -0.17 -0.05 0.05
Br -3.106 5.145 -3.664 0.07 -0.11 0.19
C -2.603 4.248 -2.109 -0.03 0.06 -0.11
C -3.406 3.247 -1.573 -0.06 0.01 -0.06
C -2.959 2.574 -0.459 -0.03 -0.03 0.04
N -1.809 2.861 0.172 -0.04 0.12 -0.16
C -1.076 3.891 -0.308 0.11 0.03 0.02
C -1.415 4.574 -1.458 -0.09 0.08 -0.01
C 0.124 4.250 0.494 0.00 0.00 0.00
C 0.713 5.495 0.430 0.00 0.03 -0.04
C 1.802 5.776 1.254 0.05 0.12 -0.01
Br 2.617 7.449 1.194 -0.09 -0.18 0.01
C 2.256 4.793 2.130 0.07 0.07 0.02
C 1.610 3.580 2.135 0.01 -0.04 -0.03
N 0.566 3.291 1.336 0.24 0.31 0.17
H -4.352 2.990 -2.029 0.01 -0.01 0.01
H -3.551 1.766 -0.045 0.00 0.00 0.00
H -0.781 5.355 -1.852 -0.01 0.00 0.01
H 0.327 6.263 -0.223 0.00 -0.01 -0.01
H 3.087 4.980 2.795 0.00 -0.02 0.00
H 1.939 2.796 2.810 0.00 0.03 -0.02
C 2.491 -1.918 -6.815 0.02 -0.01 0.04
S 1.079 -0.932 -6.291 -0.06 0.04 0.05
C 1.551 -0.598 -4.578 -0.01 -0.04 -0.04
C 0.575 0.415 -3.997 0.02 -0.04 0.02
C 0.807 0.664 -2.512 0.06 0.05 -0.09
N 0.560 -0.506 -1.588 -0.09 -0.06 0.01
P 1.467 -0.286 -0.132 0.00 -0.16 0.08
C 3.134 0.185 -0.620 0.03 0.09 0.11
C 3.753 1.267 0.000 -0.03 -0.02 -0.09
C 5.072 1.577 -0.302 0.02 0.03 0.01
C 5.765 0.812 -1.227 0.00 0.00 0.00
C 5.148 -0.269 -1.849 0.00 0.00 -0.01
C 3.838 -0.590 -1.543 -0.04 -0.07 0.01
C 1.720 -1.915 0.603 0.10 -0.01 -0.07
C 2.238 -1.933 1.899 0.02 0.02 -0.09
C 2.643 -3.130 2.469 -0.01 0.01 0.09
C 2.513 -4.314 1.753 -0.01 0.01 -0.01
C 1.999 -4.297 0.462 0.00 -0.02 -0.01
C 1.616 -3.098 -0.122 -0.09 0.01 0.02
P -1.168 -0.497 -1.202 0.05 -0.07 -0.23
C -1.953 -1.115 -2.702 -0.05 0.10 0.02
C -3.183 -0.579 -3.075 0.02 0.07 0.05
C -3.847 -1.074 -4.187 -0.03 -0.01 -0.03
C -3.281 -2.100 -4.930 0.02 0.00 0.02
C -2.054 -2.639 -4.558 -0.02 -0.01 -0.03
C -1.392 -2.155 -3.444 0.05 0.03 0.02
C -1.590 -1.785 0.035 0.12 0.24 0.09
C -1.885 -1.051 1.287 -1.38 -0.81 0.33
C -1.136 -2.978 2.855 0.11 0.00 0.04
C -1.720 -4.102 2.046 -0.03 -0.02 0.05
C -1.897 -4.168 0.727 -0.02 -0.12 -0.05
C -1.635 -3.101 -0.218 0.10 0.08 -0.06
H 2.323 -2.178 -7.858 0.00 -0.01 0.00
H 2.567 -2.835 -6.233 0.02 -0.01 -0.01
H 3.413 -1.343 -6.742 0.00 -0.01 -0.01
H 2.570 -0.201 -4.547 0.00 0.00 -0.01
H 1.535 -1.526 -3.998 0.00 -0.02 0.00
H -0.449 0.117 -4.204 -0.04 0.00 -0.02
H 0.719 1.375 -4.500 0.02 0.01 0.02
H 0.209 1.531 -2.178 -0.04 -0.03 -0.03
H 1.853 0.943 -2.404 -0.01 0.05 0.07
H 3.206 1.869 0.715 0.00 0.02 0.02
H 5.559 2.413 0.183 0.00 -0.01 0.00
H 6.793 1.052 -1.464 -0.01 0.00 0.00
H 5.696 -0.866 -2.566 0.00 0.00 0.00
H 3.360 -1.441 -2.017 0.02 0.00 0.00
H 2.377 -1.002 2.444 0.00 -0.01 0.02
H 3.068 -3.141 3.464 0.00 -0.01 -0.01
H 2.828 -5.250 2.194 0.00 0.01 0.01
H 1.918 -5.220 -0.097 -0.01 0.01 0.00
H 1.242 -3.075 -1.139 0.01 -0.02 0.01
H -3.620 0.233 -2.502 0.01 -0.02 -0.03
H -4.800 -0.656 -4.481 0.01 0.00 0.00
H -3.793 -2.477 -5.805 0.01 0.00 0.00
H -1.608 -3.429 -5.148 0.01 0.00 0.00
H -0.424 -2.558 -3.172 0.03 0.01 -0.03
H -2.327 -0.090 1.055 0.63 0.26 -0.18
H -1.282 -3.213 3.913 0.04 -0.02 0.00
H -1.933 -4.996 2.621 -0.03 0.00 -0.01
H -2.228 -5.107 0.298 -0.01 0.00 0.04
H -1.457 -3.416 -1.244 -0.01 0.04 0.08
```
Positions in Å, forces in eV/Å.

Values from the calculation:
M = 1010.670 g/mol
E_LUMO = -8.8 eV
Charge = +3
Maximum force = 1.63 eV Å⁻¹
HOMO level = -13.96 eV

These are the Löwdin partial charges, in e, on atoms 1 to 5: atom 1 (Y): 1.52, atom 2 (C): -0.02, atom 3 (C): -0.40, atom 4 (C): -0.06, atom 5 (C): -0.31

Record 2
The following is a DFT calculation (the ωB97M-V functional and the def2-TZVPD basis) of a molecular structure, C48H51BN13SeSn.

The geometry in XYZ format:
```
115
Properties=species:S:1:pos:R:3:forces:R:3
Sn 13.458 13.528 12.002 0.56 0.39 0.12
C 16.464 15.906 13.427 -1.20 -0.26 -0.61
C 16.461 14.450 13.785 -0.14 0.71 0.10
C 17.502 13.797 14.427 -0.16 -1.12 -0.48
C 17.086 12.444 14.476 0.97 2.49 0.63
C 17.739 11.256 15.018 -0.22 -0.70 0.33
N 15.835 12.411 14.051 0.26 -0.21 -0.18
N 15.439 13.637 13.607 -1.23 -0.95 -0.47
B 14.896 11.217 14.219 0.01 0.46 -2.11
N 13.616 11.831 14.717 -0.06 0.11 -0.85
N 12.814 12.502 13.814 0.03 -0.26 1.22
C 11.636 12.625 14.401 -1.76 0.78 0.67
C 10.452 13.384 13.784 0.54 -0.98 0.93
C 11.629 12.003 15.673 0.29 0.81 -0.55
C 12.961 11.587 15.828 -2.60 -0.40 0.33
C 13.491 11.050 17.078 1.62 -0.03 0.52
N 14.659 10.640 12.766 0.30 -1.01 0.71
N 14.204 11.385 11.726 -0.22 1.12 1.90
C 14.444 10.743 10.636 1.04 -1.14 -2.48
C 13.998 11.239 9.303 -0.18 -0.18 -1.29
C 15.142 9.545 10.900 -0.24 0.10 -0.12
C 15.215 9.487 12.282 0.24 0.27 0.05
C 15.704 8.325 13.146 -0.75 0.49 -1.45
H 15.747 16.221 12.602 1.23 -0.72 0.65
H 17.507 16.109 13.223 -0.01 0.74 -0.27
H 16.091 16.446 14.289 0.39 0.42 0.28
H 18.385 14.301 14.770 0.40 -0.37 -0.04
H 18.652 11.498 15.533 0.29 0.15 0.23
H 17.984 10.549 14.219 -0.13 -0.07 0.17
H 17.003 10.824 15.712 0.74 -0.33 -0.08
H 15.332 10.320 14.836 -0.06 -0.01 0.54
H 9.761 13.581 14.638 0.44 0.37 -0.92
H 9.997 12.646 13.132 -0.53 0.16 -0.15
H 10.745 14.238 13.144 -0.34 -0.31 0.83
H 10.800 11.958 16.409 0.88 0.09 -0.73
H 12.725 10.747 17.757 -0.76 0.42 0.45
H 14.133 11.846 17.498 -0.32 -0.47 0.26
H 14.094 10.153 17.036 0.45 -0.12 -0.64
H 12.972 11.632 9.363 0.26 -0.39 -0.17
H 14.071 10.442 8.516 -0.33 0.53 0.93
H 14.588 12.055 8.871 0.25 0.01 0.49
H 15.553 8.862 10.148 -0.44 0.22 0.57
H 15.692 7.454 12.451 0.51 0.48 0.77
H 14.932 8.157 13.874 -0.19 -0.25 0.55
H 16.652 8.506 13.652 0.02 -0.15 -0.23
C 10.081 18.922 10.653 -0.47 -0.96 1.17
C 9.391 18.362 9.440 -0.38 -0.13 0.00
C 8.095 18.707 8.984 1.70 -1.24 -1.22
C 7.630 18.256 7.731 -0.88 1.30 2.57
C 8.427 17.446 7.019 0.37 -1.98 -1.03
C 9.573 16.880 7.544 0.13 0.96 -0.18
C 10.081 17.375 8.720 0.98 0.27 0.11
N 11.445 17.007 9.090 0.97 1.15 -0.47
C 11.821 15.948 9.858 -0.52 0.02 1.02
N 10.729 15.213 10.230 0.34 -1.15 0.62
C 10.636 13.834 10.411 0.65 -1.24 1.15
C 11.566 13.010 11.047 0.03 -0.61 0.33
C 11.202 11.642 11.272 1.41 1.37 0.60
C 10.024 11.117 10.832 -0.52 -0.51 -0.49
C 9.101 11.931 10.169 0.78 0.02 0.78
C 9.402 13.272 10.047 -0.77 -0.09 -0.65
C 8.440 14.079 9.257 -0.26 0.71 -1.92
N 12.995 15.684 10.370 -1.30 0.54 -1.58
C 13.974 16.567 9.822 0.96 -0.35 0.27
C 14.324 17.712 10.531 0.47 1.34 0.32
C 15.362 18.532 10.068 0.80 0.25 -0.91
C 16.159 18.121 8.935 -0.19 2.04 2.74
C 15.794 16.977 8.318 0.96 -0.41 -1.94
C 14.662 16.246 8.646 -0.30 -0.44 0.61
C 14.239 15.092 7.803 1.87 -0.51 -0.77
H 9.920 18.288 11.552 0.01 -0.13 -0.54
H 9.694 19.847 11.010 -0.35 1.05 -0.22
H 11.159 18.985 10.572 0.13 0.18 -0.35
H 7.442 19.325 9.501 -0.73 1.24 1.27
H 6.595 18.511 7.486 0.59 0.04 -0.45
H 8.128 17.095 6.067 -0.40 -0.25 -0.87
H 10.132 16.171 6.979 0.36 -0.39 -0.33
H 12.200 17.697 8.891 -0.94 -0.80 0.20
H 9.837 15.505 9.930 -0.59 1.15 -0.57
H 11.887 11.077 11.927 -0.50 -0.05 -0.74
H 9.840 10.063 10.968 -0.18 -0.11 0.13
H 8.150 11.564 9.790 0.27 -0.04 0.14
H 7.544 13.503 8.955 0.54 0.40 0.29
H 8.989 14.370 8.328 -0.56 -0.40 0.19
H 8.122 15.073 9.589 -0.22 -0.24 0.68
H 13.778 18.019 11.454 0.38 -0.40 -0.82
H 15.581 19.521 10.520 -0.18 -0.93 -0.05
H 17.085 18.700 8.661 -1.27 -0.69 0.20
H 16.467 16.719 7.478 -0.86 -0.42 0.33
H 14.352 15.343 6.742 -0.50 0.07 0.15
H 13.300 14.677 8.044 -1.33 -0.08 0.09
H 14.922 14.235 7.902 0.15 0.25 0.28
N 7.334 22.102 14.022 -1.91 1.77 -0.31
C 8.214 21.396 14.039 2.20 -2.27 0.73
C 9.229 20.370 14.212 0.36 0.00 -0.12
C 10.580 20.681 14.280 1.75 1.44 -0.67
C 11.647 19.767 14.239 -1.77 -1.99 -0.22
C 11.226 18.409 14.263 0.01 0.36 -0.07
C 9.855 18.070 14.342 1.99 -0.58 -0.29
C 8.883 19.022 14.256 -0.93 -0.03 0.37
N 12.135 17.270 14.130 -0.42 1.96 0.45
C 13.035 16.824 15.067 0.06 1.00 1.23
C 13.624 15.737 14.555 -3.46 1.92 -2.85
N 13.105 15.506 13.282 -0.67 0.60 -0.36
C 12.213 16.506 13.051 1.61 -2.37 1.31
H 10.934 21.719 14.217 -0.68 -0.26 0.09
H 12.676 20.069 14.037 -0.33 -0.06 0.43
H 9.654 17.001 14.378 -0.34 0.25 0.06
H 7.855 18.682 14.282 -0.07 0.31 -0.15
H 13.208 17.349 16.015 -0.26 -0.32 -0.62
H 14.284 15.120 14.929 3.20 -2.86 1.92
H 11.545 16.565 12.249 -0.60 0.20 -1.08
Se 17.875 13.540 9.994 -0.10 -0.13 0.21
C 16.251 13.722 10.614 0.34 0.31 -0.61
N 15.136 13.949 10.900 -0.50 0.07 0.03
```
Positions in Å, forces in eV/Å.

Values from the calculation:
M = 1018.510 g/mol
E_LUMO = -2.5 eV
Charge = +1
Maximum force = 4.88 eV Å⁻¹
HOMO level = -10.05 eV

These are the Löwdin partial charges, in e, on atoms 1 to 5: atom 1 (Sn): 1.33, atom 2 (C): -0.02, atom 3 (C): -0.37, atom 4 (C): 0.05, atom 5 (C): -0.26